[1]
DFT (ωB97M-V/def2-TZVPD) results for 2 unconnected molecules or ions with the total composition C9H12ClOPS at a distorted geometry.

Last column: Löwdin charge in e.
Positions of all 25 atoms, in Å:
C 3.956 1.455 0.106  -0.085
C 3.762 0.783 -1.077  -0.085
C 2.993 1.521 1.077  -0.084
C 2.607 0.044 -1.279  -0.078
C 1.887 0.741 0.961  -0.138
C 1.699 -0.032 -0.172  -0.454
C -3.288 0.513 -0.895  -0.065
C -3.082 -1.464 0.680  -0.106
C -2.793 -0.039 0.517  -0.666
O -1.524 0.284 0.829  -0.219
P 0.308 -1.152 -0.283  0.195
S -0.058 -2.237 -1.838  0.265
Cl 0.486 -2.096 1.479  0.351
H 4.850 1.963 0.276  0.092
H 4.622 0.657 -1.806  0.133
H 3.104 1.969 2.115  0.140
H 2.440 -0.864 -1.974  0.103
H 1.077 0.880 1.746  0.133
H -2.835 0.225 -1.915  0.080
H -4.319 0.195 -0.989  0.048
H -2.966 1.634 -0.685  0.109
H -4.082 -1.629 0.353  0.066
H -2.874 -1.887 1.669  0.086
H -2.495 -1.966 -0.091  0.038
H -3.476 0.500 1.197  0.142

Results
HOMO level (spin up / spin down) = -8.6 / -8.6 eV
LUMO (spin up / spin down) = -0.06658 / -0.06637 hartree
net charge = 0
orbital gap (spin up / spin down) = 6.84 / 6.81 eV



[2]
DFT (ωB97M-V/def2-TZVPD) results for a molecular structure, C37H49Zr at a distorted geometry.

Last column: Löwdin charge in e.
Positions of all 87 atoms, in Å:
C -0.986 2.586 1.143  -0.055
C -1.460 1.342 1.806  -0.297
C -0.969 0.890 3.082  -0.378
C 0.291 1.305 3.780  -0.096
C -1.841 -0.174 3.550  -0.427
C -1.722 -0.889 4.864  -0.130
C -2.924 -0.282 2.573  -0.292
C -4.244 -0.906 2.882  -0.052
C -2.666 0.634 1.509  -0.265
C -3.681 1.034 0.498  -0.047
Zr -0.580 -1.119 1.922  1.362
C -0.772 0.671 -2.496  -0.080
C 1.316 -0.289 0.946  -0.265
C -0.258 -2.815 -0.476  -0.254
C 1.010 -2.857 -1.235  -0.058
C -0.412 -3.200 0.900  -0.411
C 0.658 -3.540 1.890  -0.121
C -1.834 -3.176 1.204  -0.332
C -2.411 -3.723 2.468  -0.080
C -2.513 -2.784 -0.003  -0.237
C -3.980 -2.813 -0.208  -0.059
C -1.552 -2.616 -1.022  -0.243
C -1.896 -2.489 -2.465  -0.058
H -0.734 3.344 1.901  0.081
H -0.084 2.424 0.540  0.064
H -1.750 3.015 0.494  0.065
H -0.001 1.845 4.695  0.078
H 0.938 0.462 4.104  0.061
H 0.914 1.968 3.159  0.065
H -2.250 -0.228 5.573  0.061
H -2.205 -1.888 4.882  0.055
H -0.665 -0.990 5.187  0.057
H -4.918 -0.183 3.379  0.086
H -4.757 -1.269 1.982  0.057
H -3.509 -3.730 2.426  0.063
H -4.410 1.765 0.887  0.086
H -3.221 1.488 -0.384  0.057
H -4.270 0.179 0.146  0.054
H -0.529 -0.350 -2.202  0.072
H -1.851 0.744 -2.303  0.078
H -0.276 1.344 -1.777  0.087
H 2.067 -1.041 1.266  -0.033
H 1.501 -0.134 -0.141  -0.033
H 1.611 0.658 1.436  -0.040
H 0.901 -3.535 -2.092  0.079
H 1.325 -1.879 -1.619  0.055
H 1.814 -3.244 -0.608  0.070
H 1.434 -4.160 1.414  0.083
H 1.198 -2.642 2.281  0.015
H 0.258 -4.080 2.761  0.072
H -2.057 -4.758 2.619  0.081
H -2.116 -3.164 3.376  0.044
H -4.135 -1.757 3.570  0.065
H -4.226 -3.519 -1.016  0.076
H -4.507 -3.144 0.692  0.057
H -4.388 -1.831 -0.502  0.063
H -2.533 -3.323 -2.777  0.076
H -2.452 -1.571 -2.667  0.061
H -1.000 -2.503 -3.087  0.061
C -0.320 0.811 -3.876  -0.326
C 1.121 0.257 -3.922  -0.182
C 2.080 0.996 -3.213  -0.046
C 3.370 0.502 -3.131  -0.081
C 3.704 -0.740 -3.710  -0.093
C 2.720 -1.445 -4.399  -0.103
C 1.420 -0.973 -4.501  -0.053
C -1.341 0.156 -4.810  -0.026
C -2.639 0.582 -4.851  -0.056
C -3.609 0.068 -5.804  -0.222
C -4.846 0.745 -5.920  -0.044
C -5.785 0.329 -6.858  -0.096
C -5.510 -0.765 -7.689  -0.107
C -4.297 -1.451 -7.569  -0.095
C -3.342 -1.048 -6.634  -0.030
H -0.264 1.869 -4.112  0.137
H 1.829 1.943 -2.765  0.113
H 4.138 1.053 -2.581  0.103
H 4.720 -1.144 -3.633  0.099
H 2.950 -2.419 -4.861  0.106
H 0.655 -1.526 -5.032  0.095
H -0.950 -0.547 -5.549  0.088
H -2.973 1.406 -4.200  0.122
H -5.023 1.597 -5.279  0.103
H -6.719 0.867 -6.944  0.094
H -6.248 -1.082 -8.435  0.097
H -4.083 -2.302 -8.215  0.098
H -2.390 -1.574 -6.543  0.103

Results
HOMO level = -0.6 eV
ΔE to the lowest compared entry with this formula, charge and spin = 138.5 kJ/mol
LUMO = 0.08781 hartree
net charge = -1
orbital gap = 2.97 eV



[3]
DFT (ωB97M-V/def2-TZVPD) results for 10 unconnected molecules or ions with the total composition C29H47Cl18N3O2.

Last column: Löwdin charge in e.
Positions of all 99 atoms, in Å:
C -0.738 0.925 -3.980  -0.106
C -0.383 -0.296 -4.829  -0.268
C -1.242 -1.519 -4.554  -0.156
C -0.919 -2.224 -3.264  -0.237
C -1.670 -3.396 -2.929  -0.064
N -1.482 -4.095 -1.854  0.143
C -0.487 -3.653 -1.023  -0.226
C -0.213 -4.364 0.155  -0.046
C 0.774 -3.958 1.003  -0.030
C 1.511 -2.806 0.678  -0.286
O 2.529 -2.397 1.546  -0.071
N 3.803 -2.815 0.968  0.025
O 4.471 -1.902 0.726  0.097
C 1.271 -2.079 -0.457  0.056
C 0.258 -2.498 -1.337  -0.187
N 0.020 -1.780 -2.478  0.205
H -0.529 1.843 -4.526  0.067
H -1.783 0.926 -3.671  0.071
H -0.129 0.953 -3.078  0.050
H -0.490 -0.045 -5.885  0.105
H 0.664 -0.544 -4.686  0.051
H -2.300 -1.257 -4.576  0.121
H -1.037 -2.252 -5.339  0.122
H -2.445 -3.724 -3.614  0.119
H -0.801 -5.247 0.367  0.040
H 1.024 -4.496 1.905  0.031
H 1.831 -1.184 -0.697  0.114
Cl 1.871 -6.113 3.533  0.600
C 3.442 -6.596 4.219  -0.644
C 4.583 -6.263 3.293  -0.648
Cl 4.558 -7.256 1.812  0.572
H 3.399 -7.660 4.435  0.070
H 3.565 -6.052 5.155  0.074
H 5.529 -6.459 3.793  0.074
H 4.552 -5.219 2.991  0.058
Cl 4.044 2.572 4.311  0.545
C 3.230 1.325 3.330  -0.650
C 3.619 1.402 1.878  -0.654
Cl 2.996 2.880 1.095  0.561
H 2.158 1.453 3.460  0.063
H 3.520 0.358 3.737  0.073
H 3.192 0.557 1.344  0.048
H 4.698 1.391 1.751  0.070
Cl -0.788 6.827 3.454  0.551
C 0.972 6.539 3.556  -0.647
C 1.309 5.076 3.454  -0.680
Cl 0.742 4.161 4.876  0.546
H 1.321 6.967 4.491  0.069
H 1.434 7.077 2.730  0.076
H 2.389 4.944 3.402  0.039
H 0.863 4.623 2.573  0.054
Cl -5.330 6.302 -0.727  0.522
C -4.065 5.854 0.446  -0.659
C -2.712 6.389 0.057  -0.672
Cl -2.067 5.599 -1.408  0.528
H -4.053 4.770 0.529  0.069
H -4.356 6.274 1.407  0.074
H -2.001 6.201 0.858  0.024
H -2.749 7.459 -0.132  0.068
Cl -4.225 4.405 8.181  0.535
C -2.962 3.167 7.961  -0.667
C -2.471 3.099 6.539  -0.687
Cl -3.715 2.471 5.426  0.535
H -3.371 2.214 8.285  0.066
H -2.135 3.435 8.616  0.072
H -1.620 2.423 6.478  0.063
H -2.164 4.076 6.176  0.048
Cl 3.165 0.556 -3.226  0.561
C 4.400 -0.675 -3.600  -0.669
C 4.710 -0.739 -5.074  -0.655
Cl 3.321 -1.372 -5.998  0.542
H 4.032 -1.632 -3.246  0.008
H 5.297 -0.409 -3.041  0.076
H 5.546 -1.415 -5.247  0.068
H 4.960 0.242 -5.470  0.067
Cl 4.230 -4.269 -3.858  0.577
C 4.486 -4.340 -2.093  -0.661
C 4.045 -5.639 -1.474  -0.654
Cl 2.274 -5.823 -1.480  0.616
H 3.956 -3.501 -1.648  0.032
H 5.555 -4.206 -1.931  0.079
H 4.351 -5.654 -0.429  0.013
H 4.481 -6.497 -1.978  0.072
Cl -5.330 -8.341 -0.602  0.533
C -4.232 -7.155 -1.359  -0.667
C -2.825 -7.260 -0.837  -0.649
Cl -2.702 -6.745 0.866  0.575
H -4.642 -6.163 -1.185  0.068
H -4.236 -7.355 -2.429  0.072
H -2.178 -6.598 -1.412  0.047
H -2.448 -8.277 -0.904  0.070
Cl -7.891 7.613 -2.451  0.524
C -7.842 9.104 -3.422  -0.663
C -6.840 10.093 -2.886  -0.667
Cl -7.331 10.763 -1.309  0.533
H -8.844 9.524 -3.442  0.067
H -7.562 8.817 -4.435  0.072
H -6.752 10.931 -3.575  0.071
H -5.863 9.633 -2.762  0.066

Results
SMILES = CCCc1cnc2ccc(ON=O)cc2n1.ClCCCl.ClCCCl.ClCCCl.ClCCCl.ClCCCl.ClCCCl.ClCCCl.ClCCCl.ClCCCl
HOMO level = -9.3 eV
LUMO = -0.03579 hartree
net charge = 0
orbital gap = 8.35 eV